[1]
# C44H57BrN3O2PbTe

A structure of composition C44H57BrN3O2PbTe at a distorted geometry (ωB97M-V with the def2-TZVPD basis set, OMol25).

The geometry in XYZ format:
```
109
Properties=species:S:1:pos:R:3
H 1.313 5.487 -0.081
H -2.600 3.886 2.985
H 0.213 1.372 -3.159
C -0.711 5.680 -0.762
C -3.707 0.096 0.349
H 1.459 3.221 2.407
Pb 1.179 -1.232 0.508
H 1.457 0.248 3.466
C -1.932 1.723 0.428
H -0.744 -3.111 -4.693
H 3.541 -3.464 -1.080
C -1.397 -1.189 2.861
C -0.342 -4.338 2.345
H -1.938 -1.326 -0.975
C -2.208 -0.617 3.835
N 1.387 0.993 0.790
H -3.306 5.421 -3.591
C 0.805 -0.691 -3.162
C 2.328 1.464 1.551
N -0.126 -0.823 2.723
C 2.043 -0.688 -2.445
C -2.114 6.757 -2.419
C -2.048 3.610 2.087
H 3.236 3.175 2.462
C -3.830 1.877 1.912
C -1.922 -2.339 2.053
H 5.545 -7.169 -0.941
H 3.167 0.933 -3.274
C 2.306 -2.000 -2.033
H -1.002 3.438 2.344
H 1.581 -3.929 2.262
H -3.220 8.595 -2.465
C -5.779 0.294 1.759
C 0.406 0.027 3.594
H -0.728 0.341 -4.260
H -2.449 -4.365 2.597
O 0.760 -3.496 2.571
H -3.130 7.758 -4.018
H -6.003 -0.689 1.351
C 2.360 2.961 1.854
C -1.186 4.418 -1.143
N 3.209 -4.293 1.413
H 2.396 3.533 0.931
H -3.247 -0.901 3.899
C -0.319 0.599 4.625
H -2.931 3.107 -3.715
C 4.788 -5.883 0.577
C 4.156 -3.376 1.434
C 1.153 -4.308 -2.398
C -2.130 4.347 -2.170
H -6.537 0.991 1.400
H -5.856 0.249 2.844
Te -0.142 2.601 -0.369
Br 3.624 -1.520 1.809
C 3.649 -2.554 -1.665
C -2.467 0.548 -0.094
H 4.245 -1.842 -1.100
H -2.177 -0.032 -2.132
H -0.706 -0.060 -1.156
C -1.667 0.289 4.727
H -2.998 -2.220 1.925
H 0.161 1.262 5.328
H 2.439 1.279 -1.699
C -1.776 -0.262 -1.145
H 1.123 -4.626 -1.354
H -0.427 -4.591 1.277
C -0.961 -2.478 -3.831
H 0.920 0.805 -4.665
H 0.272 -4.702 -2.901
H -4.132 -0.786 -0.114
H 6.798 -5.168 0.375
C -1.637 -3.664 2.789
C 3.518 -5.515 0.994
H -1.550 -1.633 -4.180
H 2.697 -6.223 0.972
H -1.597 -3.479 3.864
H 3.862 0.243 -1.801
H -2.285 0.727 5.498
C -2.675 3.037 -2.658
H 0.461 6.890 0.566
C 0.306 -2.007 -3.185
H -0.806 7.792 -1.084
C -4.417 0.759 1.333
H 6.209 -2.854 1.139
H -2.101 4.438 1.378
H -1.575 -3.060 -3.142
C -2.615 2.373 1.461
H -4.339 2.387 2.721
H -3.576 2.769 -2.102
H 5.797 -7.758 0.698
H -0.232 -5.274 2.913
C 0.351 5.841 0.293
C -2.575 8.003 -3.115
H 4.207 -2.801 -2.572
H -1.940 2.247 -2.517
H 4.189 -7.852 -0.032
C 5.474 -3.640 1.090
C 5.788 -4.915 0.665
C 5.089 -7.248 0.045
H -1.720 8.620 -3.387
H -1.454 -2.361 1.067
C 1.213 -2.822 -2.516
C 2.930 0.506 -2.297
H 2.034 -4.768 -2.852
O 3.237 0.805 2.137
C -1.183 6.824 -1.391
H 0.115 5.274 1.192
C 0.262 0.516 -3.843
C -2.583 5.509 -2.788
```

The HOMO energy (spin up / spin down) is -6.2 / -6.2 eV. The expectation value of S² is 0.7664. The net charge is 0. The calculation puts the HOMO-LUMO gap (spin up / spin down) at 6.421 / 4.929 eV. Its multiplicity is 2. The value obtained for the maximum force is 2.09 eV Å⁻¹. For the calculated total energy, the calculation gives -5060.3890 Ha. As for the LUMO energy (spin up / spin down): 0.18 / -1.31 eV.

[2]
# C44H57Cl2CsN7O6Se

A structure of composition C44H57Cl2CsN7O6Se at a distorted geometry (ωB97M-V with the def2-TZVPD basis set, OMol25).

The geometry in XYZ format:
```
118
Properties=species:S:1:pos:R:3
H -7.514 0.439 -0.226
H 3.048 -5.755 2.625
H -7.688 0.617 -2.679
H -2.515 -0.798 -3.034
H -5.488 -1.590 1.573
H 1.924 2.778 -3.837
H 1.912 -6.776 0.689
O -3.351 2.134 -1.169
C -0.148 -0.649 -7.402
H 0.809 6.570 2.139
H -6.268 -0.008 1.725
C -6.798 0.181 -2.231
N -0.898 -3.181 0.207
N 1.198 2.561 2.229
C 6.582 2.969 0.988
O -1.386 0.440 0.601
H 4.622 3.907 1.049
C 0.868 5.570 2.621
C 0.452 -1.883 2.431
H -3.461 1.956 2.497
C -2.577 -4.104 1.817
O -0.587 -1.772 -7.578
N -0.010 0.426 -3.768
H -0.532 -1.901 2.910
H 7.066 3.799 1.544
C -0.918 -1.963 -4.469
H 7.301 2.577 0.237
C -0.123 3.187 2.417
H -0.419 3.170 3.483
C 1.860 -3.959 2.580
C 4.029 1.250 0.250
C 1.839 2.284 1.056
H 5.633 4.319 -0.380
H 3.708 -2.811 -3.366
C -0.112 -5.745 -0.802
C -4.590 -0.803 -2.477
H -3.376 -2.326 -3.376
C 3.624 -2.797 -2.277
C 1.593 -5.798 1.041
Cl 2.128 -1.972 -1.824
H 1.897 5.178 2.471
H 0.988 2.514 5.059
C 0.141 -3.853 0.869
H -1.175 5.060 2.080
H -5.837 -0.142 -4.121
H 5.325 2.027 -1.314
N -2.389 1.830 -1.847
C 3.157 1.582 2.604
H -3.812 -4.791 -0.768
O 0.228 0.064 -8.486
H -0.204 -5.025 -1.620
H 0.438 -1.172 1.598
H -5.092 -3.851 0.038
C 2.238 -5.224 2.132
N 3.053 1.696 1.261
C 0.423 1.377 -4.374
C -3.270 -2.775 -0.265
H -0.886 2.595 1.868
C -5.750 -0.251 -3.042
O -1.177 -2.781 -5.341
H 4.833 0.608 5.386
H 6.340 2.169 1.713
C 0.555 -5.116 0.391
H 4.867 0.705 0.723
H 1.318 -0.577 1.152
H 0.251 3.454 -3.973
H 1.174 -1.510 3.164
H 0.687 4.807 4.664
C 4.613 2.426 -0.559
H -3.556 -3.749 2.154
C -6.699 0.075 -0.847
C -3.461 -1.235 -3.370
N -3.359 -1.493 -0.475
H 2.389 -3.517 3.421
C -2.131 -3.320 0.605
H 0.708 2.451 -2.540
C 0.851 2.585 -3.634
O -1.192 -2.366 -3.099
C 2.033 2.106 3.191
H -2.654 -5.162 1.553
H 0.473 -6.589 -1.185
C -0.153 4.650 1.929
Cs -0.592 -0.454 -0.988
C 1.868 2.112 4.582
Se 1.149 2.579 -0.530
H -1.880 -3.991 2.648
C -0.030 -0.079 -6.026
H 2.798 1.557 6.447
C -5.448 -0.548 1.239
C -1.856 0.968 1.540
C -4.285 -3.807 -0.698
Cl 5.035 -1.974 -1.602
H 3.595 -3.821 -1.897
C 4.050 1.028 4.767
C -2.440 1.625 2.708
H 3.534 0.533 -0.440
H 0.585 0.959 -8.433
H 3.803 2.930 -1.118
H -3.621 -0.907 -4.402
C 4.191 1.029 3.369
H -2.473 0.941 3.561
H 5.078 0.606 2.924
C 5.325 3.491 0.294
C -0.344 -0.612 -4.819
H 1.340 6.470 4.533
H -1.105 -6.115 -0.528
C -4.505 -0.951 -1.080
C 0.597 5.761 4.112
H 0.812 1.921 -6.443
C 2.896 1.567 5.370
H -4.513 -0.092 1.583
C 0.824 -3.256 1.946
N 0.473 1.218 -5.770
C -5.551 -0.476 -0.260
H -4.705 -3.572 -1.677
H -1.850 2.500 2.996
H -0.420 6.179 4.268
H 0.048 4.682 0.842
```

The HOMO energy (spin up / spin down) is -2.0 / -2.0 eV. The net charge is -1. The calculation puts the HOMO-LUMO gap (spin up / spin down) at 3.750 / 3.476 eV. The value obtained for the maximum force is 13.46 eV Å⁻¹. For the calculated total energy, the calculation gives -5887.0774 Ha. As for the LUMO energy (spin up / spin down): 1.70 / 1.45 eV.